one.
The following is a DFT calculation (wB97M-V/def2-TZVPD) of one molecule with the formula C4H4N4.

Its SMILES is N#C/C(N)=C(/N)C#N. The value obtained for the LUMO energy is -0.41 eV. As for the HOMO-LUMO gap: 0.3064 Eh. As for the net charge: 0.

Geometry as XYZ:
```
12
C4H4N4 | the OMol25 dataset | wB97M-V/def2-TZVPD
N 2.10 1.76 -0.10
C 1.47 0.77 0.13
C 0.62 -0.39 -0.02
N 1.37 -1.50 0.09
C -0.77 -0.38 -0.05
N -1.18 -1.67 -0.09
C -1.53 0.75 0.08
N -2.12 1.80 0.00
H 0.86 -2.17 -0.68
H 2.42 -1.14 -0.02
H -0.88 -2.15 0.95
H -2.25 -1.75 -0.33
```

---

two.
The following is a DFT calculation (wB97M-V/def2-TZVPD) of one molecule with the formula C4H4N4.

Its SMILES is N#CC1=CNN=CN1. The value obtained for the LUMO energy is 0.14 eV. As for the HOMO-LUMO gap: 0.2938 Eh. As for the net charge: 0.

Geometry as XYZ:
```
12
C4H4N4 | the OMol25 dataset | wB97M-V/def2-TZVPD
N -3.52 0.00 -0.16
C -2.36 -0.31 -0.17
C -0.88 -0.21 0.18
C 0.07 -1.32 0.06
N 1.44 -1.12 0.06
N 1.97 0.20 -0.33
C 1.08 1.19 -0.16
N -0.29 1.18 0.29
H -0.32 -2.28 -0.36
H 2.12 -1.78 0.47
H 1.41 2.31 -0.33
H -0.71 2.15 0.45
```

---

Quick ranking, most stable first: one, two.

---

one.
The following is a DFT calculation (wB97M-V/def2-TZVPD) of one molecule with the formula C4H8O2.

Its SMILES is C1COCOC1. The value obtained for the LUMO energy is 1.09 eV. As for the HOMO-LUMO gap: 0.4133 Eh. As for the net charge: 0.

Geometry as XYZ:
```
14
C4H8O2 | the OMol25 dataset | wB97M-V/def2-TZVPD
C -1.03 -0.69 0.03
C -0.89 0.73 0.60
O 0.39 0.89 1.20
C 1.44 0.54 0.35
O 1.34 -0.75 -0.18
C 0.14 -0.86 -0.94
H -0.91 -1.39 0.86
H -2.03 -0.84 -0.40
H -1.04 1.47 -0.21
H -1.61 0.95 1.39
H 2.35 0.54 0.96
H 1.51 1.25 -0.49
H 0.22 -1.79 -1.50
H 0.10 -0.05 -1.69
```

---

two.
The following is a DFT calculation (wB97M-V/def2-TZVPD) of one molecule with the formula C4H8O2.

Its SMILES is COCCC=O. The value obtained for the LUMO energy is 0.95 eV. As for the HOMO-LUMO gap: 0.3935 Eh. As for the net charge: 0.

Geometry as XYZ:
```
14
C4H8O2 | the OMol25 dataset | wB97M-V/def2-TZVPD
C 2.04 0.48 -0.64
O 0.68 0.12 -0.71
C 0.21 -0.39 0.51
C -1.27 -0.70 0.37
C -2.09 0.46 -0.13
O -3.15 0.32 -0.69
H 2.33 0.86 -1.63
H 2.68 -0.39 -0.40
H 2.22 1.26 0.11
H 0.37 0.35 1.32
H 0.77 -1.30 0.80
H -1.66 -1.00 1.35
H -1.45 -1.54 -0.31
H -1.68 1.47 0.06
```

---

Quick ranking, most stable first: one, two.

---

one.
The following is a DFT calculation (wB97M-V/def2-TZVPD) of one molecule with the formula C4H8O2.

Its SMILES is OC[C@H]1CCO1. The value obtained for the LUMO energy is 0.87 eV. As for the HOMO-LUMO gap: 0.3838 Eh. As for the net charge: 0.

Geometry as XYZ:
```
14
C4H8O2 | the OMol25 dataset | wB97M-V/def2-TZVPD
O 1.38 0.84 -1.28
C 1.43 0.59 0.11
C 0.06 0.34 0.77
C -1.15 0.31 -0.19
C -1.09 -1.20 0.05
O -0.13 -1.05 1.10
H 1.25 0.00 -1.74
H 2.06 -0.27 0.35
H 1.90 1.48 0.54
H -0.04 0.96 1.67
H -2.04 0.80 0.21
H -0.95 0.66 -1.20
H -0.67 -1.77 -0.79
H -2.01 -1.70 0.39
```

---

two.
The following is a DFT calculation (wB97M-V/def2-TZVPD) of a 2-piece molecular cluster, C4H8O2 overall.

Its SMILES is C=C/C=C/O.O. The value obtained for the LUMO energy is 0.66 eV. As for the HOMO-LUMO gap: 0.3437 Eh. As for the net charge: 0.

Geometry as XYZ:
```
14
C4H8O2 | the OMol25 dataset | wB97M-V/def2-TZVPD
C 2.79 -0.55 -0.54
C 1.52 -0.79 -0.83
C 0.47 -0.49 0.14
C -0.81 -0.80 -0.01
O -1.77 -0.46 0.91
H 3.63 -0.81 -1.16
H 3.00 -0.01 0.38
H 1.22 -1.11 -1.82
H 0.85 -0.17 1.11
H -1.23 -1.24 -0.91
H -2.17 0.40 0.67
O -1.58 2.22 0.12
H -1.48 3.14 0.39
H -0.67 1.93 -0.05
```

---

three.
The following is a DFT calculation (wB97M-V/def2-TZVPD) of one molecule with the formula C4H8O2.

Its SMILES is O=CCCCO. The value obtained for the LUMO energy is 0.88 eV. As for the HOMO-LUMO gap: 0.3976 Eh. As for the net charge: 0.

Geometry as XYZ:
```
14
C4H8O2 | the OMol25 dataset | wB97M-V/def2-TZVPD
O 2.00 0.21 0.66
C 1.12 -0.09 1.44
C -0.29 0.30 1.15
C -0.14 0.75 -0.57
C -0.19 -0.46 -1.49
O -1.31 -1.23 -1.15
H 1.40 -0.71 2.32
H -0.56 1.27 1.55
H -0.97 -0.37 1.77
H -0.98 1.42 -0.72
H 0.77 1.33 -0.83
H -0.28 -0.17 -2.54
H 0.75 -1.04 -1.41
H -1.32 -1.19 -0.18
```

---

four.
The following is a DFT calculation (wB97M-V/def2-TZVPD) of one molecule with the formula C4H8O2.

Its SMILES is C[C@@H](O)CC=O. The value obtained for the LUMO energy is 0.73 eV. As for the HOMO-LUMO gap: 0.3907 Eh. As for the net charge: 0.

Geometry as XYZ:
```
14
C4H8O2 | the OMol25 dataset | wB97M-V/def2-TZVPD
C 1.18 0.73 -0.71
C -0.06 -0.14 -0.70
O 0.20 -1.25 -1.55
C -0.43 -0.66 0.71
C -0.91 0.43 1.66
O -0.23 1.37 2.02
H 1.45 0.94 -1.75
H 1.01 1.67 -0.18
H 2.01 0.21 -0.23
H -0.91 0.43 -1.10
H -0.63 -1.51 -1.97
H 0.46 -1.13 1.15
H -1.20 -1.43 0.61
H -1.96 0.34 2.02
```

---

Quick ranking, most stable first: four, two, one, three.

---

one.
The following is a DFT calculation (wB97M-V/def2-TZVPD) of C7H13NO as an isolated structure.

The value obtained for the LUMO energy (spin up / spin down) is -0.64 / -0.64 eV. As for the HOMO-LUMO gap (spin up / spin down): 0.2630 / 0.2629 Eh. As for the net charge: 0.

Geometry as XYZ:
```
22
C7H13NO | the OMol25 dataset | wB97M-V/def2-TZVPD
C 1.68 0.34 -0.18
C 1.20 1.67 0.09
C 0.84 -0.93 0.68
O 1.65 -0.04 -1.51
N 1.08 -2.06 0.05
H 1.56 -1.02 -1.48
H 2.65 0.16 0.30
H 1.50 -2.77 0.64
H 1.10 -0.81 1.74
H 0.80 2.22 -0.76
H 1.76 2.26 0.81
H 0.07 1.47 0.75
C -0.88 -0.45 0.60
C -1.41 -0.81 -0.74
C -1.06 0.89 1.10
C -2.28 -0.12 -1.47
H -1.15 -1.19 1.35
H -1.01 -1.74 -1.13
H -1.70 1.58 0.56
H -2.72 0.82 -1.14
H -1.09 1.02 2.18
H -2.60 -0.48 -2.44
```

---

two.
The following is a DFT calculation (wB97M-V/def2-TZVPD) of a 2-piece molecular cluster, C7H13NO overall.

Its SMILES is C/C=[N+](/C)[O-].CC#CC. The value obtained for the LUMO energy is 0.83 eV. As for the HOMO-LUMO gap: 0.3340 Eh. As for the net charge: 0.

Geometry as XYZ:
```
22
C7H13NO | the OMol25 dataset | wB97M-V/def2-TZVPD
C -2.76 -0.42 0.25
C -1.44 -0.98 0.32
N -0.88 -1.37 -0.79
C 0.51 -1.87 -0.87
O -1.29 -1.16 -1.96
H -3.28 -0.39 1.27
H -3.35 -1.09 -0.44
H -2.80 0.56 -0.22
H -1.07 -1.27 1.32
H 1.09 -0.89 -0.52
H 0.53 -2.73 -0.12
H 0.73 -2.21 -1.88
C 2.53 0.26 1.74
C 1.59 1.00 0.78
C 0.91 1.64 0.04
C 0.30 2.51 -0.97
H 3.45 0.20 1.11
H 2.29 -0.80 1.90
H 2.63 0.88 2.54
H -0.13 1.98 -1.91
H 1.02 3.33 -1.12
H -0.58 2.83 -0.47
```

---

three.
The following is a DFT calculation (wB97M-V/def2-TZVPD) of a 2-piece molecular cluster, C7H13NO overall.

Its SMILES is CC=C(C)C.C=NC=O. The value obtained for the LUMO energy is 0.32 eV. As for the HOMO-LUMO gap: 0.3214 Eh. As for the net charge: 0.

Geometry as XYZ:
```
22
C7H13NO | the OMol25 dataset | wB97M-V/def2-TZVPD
C -1.29 2.06 0.96
C -0.20 1.20 0.43
C 0.59 0.24 0.93
C 0.27 -0.34 2.26
C 1.73 -0.33 0.15
H -1.69 1.92 1.95
H -2.23 2.21 0.33
H -0.90 3.12 0.92
H 0.03 1.36 -0.69
H 0.86 -1.23 2.53
H -0.71 -0.83 2.39
H 0.43 0.40 3.05
H 2.65 -0.04 0.69
H 1.62 0.17 -0.88
H 1.81 -1.38 0.00
C -0.53 -2.39 -1.71
N -0.63 -1.14 -1.80
C -0.37 -0.07 -2.58
O 0.72 0.27 -2.94
H -0.57 -3.07 -2.61
H -0.41 -2.79 -0.76
H -1.18 0.66 -2.62
```

---

four.
The following is a DFT calculation (wB97M-V/def2-TZVPD) of one molecule with the formula C7H13NO.

Its SMILES is C=CN(C)C/C=C(/C)O. The value obtained for the LUMO energy is 0.76 eV. As for the HOMO-LUMO gap: 0.2943 Eh. As for the net charge: 0.

Geometry as XYZ:
```
22
C7H13NO | the OMol25 dataset | wB97M-V/def2-TZVPD
C -0.69 -1.98 -0.70
C -1.52 -1.36 0.13
N -1.63 0.06 0.17
C -1.73 0.80 -1.07
C -1.04 0.77 1.30
C 0.35 0.26 1.05
C 1.26 0.42 0.04
C 2.67 -0.07 0.25
O 1.12 1.40 -0.93
H -0.63 -3.05 -0.72
H 0.09 -1.31 -1.26
H -2.02 -1.85 0.96
H -1.11 1.69 -1.05
H -1.42 0.19 -1.92
H -2.78 1.10 -1.21
H -1.17 1.85 1.16
H -1.44 0.39 2.24
H 0.62 -0.52 1.74
H 3.26 0.64 0.82
H 3.16 -0.22 -0.71
H 2.66 -1.01 0.80
H 1.98 1.80 -1.10
```

---

Quick ranking, most stable first: three, four, two, one.

---

one.
The following is a DFT calculation (wB97M-V/def2-TZVPD) of one molecule with the formula C4H3Br.

The value obtained for the LUMO energy is -1.95 eV. As for the HOMO-LUMO gap: 0.3074 Eh. As for the net charge: 0.

Geometry as XYZ:
```
8
C4H3Br | the OMol25 dataset | wB97M-V/def2-TZVPD
C -1.60 -0.48 0.19
C -2.81 -0.15 0.07
C -0.28 -0.49 0.51
C 0.78 0.37 -0.48
Br 2.61 0.40 0.27
H 0.17 -0.91 1.36
H 0.28 1.45 -0.50
H 0.85 -0.18 -1.42
```

---

two.
The following is a DFT calculation (wB97M-V/def2-TZVPD) of a 2-piece molecular cluster, C4H3Br overall.

The value obtained for the LUMO energy (spin up / spin down) is -0.80 / -1.25 eV. As for the HOMO-LUMO gap (spin up / spin down): 0.2879 / 0.2562 Eh. As for the net charge: 0.

Geometry as XYZ:
```
8
C4H3Br | the OMol25 dataset | wB97M-V/def2-TZVPD
C 0.10 0.23 0.04
C 2.60 1.06 -0.27
C -1.00 -0.75 -0.08
C -1.04 0.79 0.20
Br 3.55 -0.40 0.05
H -1.31 -1.10 -1.05
H -1.20 -1.43 0.74
H -1.71 1.60 0.38
```

---

Quick ranking, most stable first: one, two.

---

one.
The following is a DFT calculation (wB97M-V/def2-TZVPD) of a 2-piece molecular cluster, C3H9NO2S2 overall.

Its SMILES is N[C@H](C=O)CSS.O. The value obtained for the LUMO energy is 0.47 eV. As for the HOMO-LUMO gap: 0.3549 Eh. As for the net charge: 0.

Geometry as XYZ:
```
17
C3H9NO2S2 | the OMol25 dataset | wB97M-V/def2-TZVPD
N -0.40 -0.57 -0.98
C 0.22 0.08 0.16
C -0.78 0.29 1.24
O -1.93 -0.05 1.18
C 0.70 1.54 -0.21
S 1.53 1.54 -1.82
S 3.41 2.04 -1.41
H 0.00 -1.45 -1.24
H -1.39 -0.72 -0.86
H 1.12 -0.49 0.39
H -0.51 0.90 2.11
H 1.29 1.88 0.64
H -0.17 2.18 -0.35
H 4.00 0.81 -1.32
O -2.47 -2.91 0.51
H -2.88 -2.07 0.79
H -1.74 -3.01 1.14
```

---

two.
The following is a DFT calculation (wB97M-V/def2-TZVPD) of C3H9NO2S2 as an isolated structure.

The value obtained for the LUMO energy is 0.51 eV. As for the HOMO-LUMO gap: 0.3446 Eh. As for the net charge: 0.

Geometry as XYZ:
```
17
C3H9NO2S2 | the OMol25 dataset | wB97M-V/def2-TZVPD
C -2.37 -1.07 -1.65
C 2.95 1.92 -0.41
C -1.41 -0.94 -0.44
N -0.26 -1.44 -0.41
O 1.18 0.32 -1.21
O 2.52 1.18 0.70
S 2.51 -1.66 0.51
S 1.28 0.09 0.21
H -2.18 -0.17 -2.22
H -3.42 -0.94 -1.33
H -2.08 -2.03 -2.26
H 2.32 2.76 -0.41
H 2.79 1.33 -1.39
H 3.99 2.30 -0.15
H -1.73 -0.49 0.43
H -0.01 -1.62 -1.38
H 1.46 -2.34 0.87
```

---

three.
The following is a DFT calculation (wB97M-V/def2-TZVPD) of a 4-piece molecular cluster, C3H9NO2S2 overall.

The value obtained for the LUMO energy is -3.11 eV. As for the HOMO-LUMO gap: 0.2101 Eh. As for the net charge: 0.

Geometry as XYZ:
```
17
C3H9NO2S2 | the OMol25 dataset | wB97M-V/def2-TZVPD
S -1.45 -1.61 4.10
S 0.51 0.59 0.16
C 1.06 1.56 -1.27
C 0.43 1.02 -2.50
C 1.11 -0.02 -3.28
N 0.10 -1.00 -3.79
O 2.30 -0.18 -3.38
H -2.31 -1.15 5.02
H 0.99 2.60 -1.06
H 2.11 1.24 -1.30
H -0.67 0.95 -2.45
H 0.11 -0.72 3.26
H 0.38 -1.95 -3.88
H -0.80 -0.95 -3.31
H -2.52 0.30 3.36
H -1.14 0.65 2.94
O -2.03 1.03 2.95
```

---

Quick ranking, most stable first: one, two, three.